# C18H20N2O5S2

An isolated molecule of C18H20N2O5S2 in a non-equilibrium geometry (ωB97M-V with the def2-TZVPD basis set, the Open Molecules 2025 dataset).

Structure (XYZ):
```
47
Properties=species:S:1:pos:R:3:forces:R:3:lowdin_charge:R:1
S -0.74710 1.91543 1.19185 -0.38 0.39 0.39 0.71
S 0.50903 -2.42424 -0.34299 -0.08 -0.33 -0.02 0.68
O 0.12860 1.28394 0.24333 -0.34 -0.22 0.05 -0.28
O -0.49139 3.29986 1.47426 -0.14 0.06 0.14 -0.28
O 0.24578 -3.82145 -0.47987 0.42 0.09 -0.11 -0.25
O -0.60067 -1.57090 -0.02880 0.48 0.18 -0.11 -0.27
O 1.61311 -2.36337 0.84467 -0.93 -0.70 0.17 -0.24
N -0.75626 1.14811 2.69836 -0.23 0.62 -0.99 -0.22
N 1.97406 -1.08461 1.31161 0.92 1.15 -0.51 0.10
C 1.27392 -0.60016 2.24777 -0.35 -0.72 0.29 -0.29
C 2.01472 -2.73088 -2.57578 0.09 -0.21 -0.13 -0.04
C 1.67410 0.73672 2.79695 0.17 0.14 0.01 -0.09
C -4.71867 2.42126 0.85584 0.08 0.03 0.04 -0.07
C -2.44657 1.71888 0.67784 0.55 -0.08 0.12 -0.27
C 2.76370 -2.26732 -3.64224 -0.08 0.05 0.12 -0.03
C 1.55641 -0.45598 -1.91135 0.00 0.27 -0.03 -0.04
C -5.07283 1.46089 -0.08007 0.00 -0.04 -0.03 -0.07
C 2.31162 -0.00429 -2.98180 -0.03 -0.14 0.06 -0.02
C -1.12823 -0.25334 2.67499 -0.37 -0.58 0.01 -0.17
C 1.41916 -1.81580 -1.73238 -0.37 -0.19 0.52 -0.27
C -3.39461 2.55236 1.23963 -0.06 0.14 0.11 -0.05
C 0.45664 1.42226 3.43964 0.46 0.36 0.14 -0.19
C -2.78298 0.75914 -0.25795 0.10 -0.09 -0.09 -0.06
C 3.75372 -0.40580 -4.99764 0.04 -0.01 0.04 -0.05
C 0.06478 -1.20178 2.89011 -0.12 -0.13 -0.26 -0.08
C -4.11098 0.63153 -0.63531 0.02 0.02 0.00 -0.06
C 2.92001 -0.89973 -3.85570 -0.06 -0.02 0.05 -0.27
H 3.65330 -1.05792 -5.86201 0.02 0.00 -0.09 0.08
H 1.08086 0.22484 -1.22322 0.01 0.09 -0.05 0.08
H 0.26686 -1.31694 3.95864 0.03 -0.01 -0.03 0.13
H 2.42993 1.05759 -3.13731 0.00 0.12 -0.02 0.12
H 2.07482 1.34191 1.98444 0.06 -0.02 0.06 0.12
H -0.15983 -2.17750 2.45993 -0.01 0.08 0.21 0.11
H 1.87423 -3.78231 -2.38388 0.04 -0.15 -0.07 0.11
H -3.07526 3.29290 1.95503 -0.06 0.13 0.11 0.12
H -2.01166 0.11960 -0.65923 0.02 -0.06 -0.10 0.09
H 3.46921 0.60457 -5.27904 0.01 0.06 -0.07 0.08
H -4.39241 -0.11588 -1.36112 -0.01 -0.07 -0.06 0.11
H 0.58494 2.50503 3.43855 0.13 -0.10 0.24 0.12
H -1.56963 -0.46940 1.70219 -0.06 -0.17 0.24 0.09
H -6.10584 1.35964 -0.37862 -0.08 -0.01 -0.02 0.11
H 4.80460 -0.39333 -4.70805 0.08 0.03 -0.04 0.09
H 3.23408 -2.96906 -4.31529 0.02 -0.08 -0.07 0.12
H -1.88311 -0.42251 3.45251 0.08 -0.04 -0.15 0.13
H -5.47212 3.06554 1.28305 -0.04 0.06 0.04 0.11
H 2.46308 0.59904 3.54013 0.03 -0.01 0.00 0.13
H 0.30488 1.08350 4.46832 -0.04 0.07 -0.08 0.13
```
Positions in Å, forces in eV/Å.

Output
gap between HOMO and LUMO	10.067	eV
net charge	0
energy	-53876.485	eV
HOMO energy	-9.52	eV
energy relative to the best compared isomer or geometry (same formula, charge and spin)	252.6	kJ/mol
spin multiplicity	1
structure (SMILES)	Cc1ccc(S(=O)(=O)ON=C2CCN(S(=O)(=O)c3ccccc3)CC2)cc1